Entry 1:
Formula: C5H8O2
Source: the OMol25 dataset
Level of theory: ωB97M-V/def2-TZVPD

Values from the calculation:
HOMO energy: -9.3 eV
LUMO energy: 0.89 eV
multiplicity: 1
F_max: 0.0113 Eh/bohr
net charge: 0

Positions of all 15 atoms, in Å:
C: 1.07695 0.82077 1.00515
C: 0.52085 -0.24509 0.07547
O: 1.44150 -1.29204 -0.13577
C: -0.89232 -0.78117 0.41573
C: -1.50122 -0.06990 -0.82076
C: -0.08211 0.30568 -1.23440
O: 0.42361 0.75985 -2.22557
H: 1.36623 0.36055 1.95469
H: 1.96248 1.28862 0.56026
H: 0.34448 1.60981 1.20598
H: 2.19343 -0.91943 -0.61715
H: -0.92192 -1.87036 0.34810
H: -1.28563 -0.46313 1.38408
H: -2.02194 -0.70340 -1.54621
H: -2.13431 0.79583 -0.60184

Results of the natural (NBO) charge analysis, in e, for atoms 1 through 5: C -0.6295; C 0.1381; O -0.6989; C -0.4140; C -0.5333

***

Entry 2:
Formula: C5H8O2
Source: the OMol25 dataset
Level of theory: ωB97M-V/def2-TZVPD

Values from the calculation:
HOMO energy: -9.9 eV
LUMO energy: 0.51 eV
multiplicity: 1
F_max: 0.0116 Eh/bohr
net charge: 0

Positions of all 15 atoms, in Å:
O: 2.29305 -0.75477 0.80948
C: 2.08905 -1.46530 -0.14710
C: -0.53135 0.50022 0.59625
C: -1.73343 1.09478 0.52388
C: -2.37782 0.09222 -0.42249
C: -0.97139 -0.55740 -0.35336
O: -0.46940 -1.51238 -0.89302
H: 2.72980 1.44843 0.31033
H: 1.83543 -2.53239 -0.03362
H: 2.15940 -1.09304 -1.18555
H: 0.39707 0.69705 1.11849
H: -2.12909 1.99508 0.98261
H: 2.56813 2.14626 0.10290
H: -2.67648 0.45810 -1.41045
H: -3.18296 -0.51685 0.00165

Results of the natural (NBO) charge analysis, in e, for atoms 1 through 5: O -0.5486; C 0.3029; C -0.3187; C -0.0809; C -0.5310

***

Entry 3:
Formula: C5H8O2
Source: the OMol25 dataset
Level of theory: ωB97M-V/def2-TZVPD

Values from the calculation:
HOMO energy: -10.3 eV
LUMO energy: 1.00 eV
multiplicity: 1
F_max: 0.0103 Eh/bohr
net charge: 0

Positions of all 15 atoms, in Å:
C: 1.37583 -0.48515 -0.44969
C: -0.00351 -0.22275 0.11006
C: -0.22755 0.68782 1.27542
C: -0.43212 -0.80094 1.41685
O: -1.04602 -0.27238 -0.86610
C: -1.05593 0.69131 -1.79643
O: -0.28238 1.60735 -1.88911
H: 2.13921 -0.04865 0.20104
H: 1.48219 -0.01511 -1.42943
H: 1.56866 -1.55840 -0.54468
H: 0.64987 1.13697 1.73252
H: -1.11167 1.31770 1.27273
H: 0.29320 -1.38794 1.97403
H: -1.45629 -1.15711 1.47888
H: -1.89351 0.50729 -2.48609

Results of the natural (NBO) charge analysis, in e, for atoms 1 through 5: C -0.6304; C 0.2296; C -0.4273; C -0.4300; O -0.4967

***

Entry 4:
Formula: C5H8O2
Source: the OMol25 dataset
Level of theory: ωB97M-V/def2-TZVPD

Values from the calculation:
HOMO energy: -9.6 eV
LUMO energy: 1.00 eV
multiplicity: 1
F_max: 0.0141 Eh/bohr
net charge: 0

Positions of all 15 atoms, in Å:
O: 0.34073 -0.02913 -1.35611
C: -0.26431 0.02495 -0.05551
C: 0.85277 0.00472 0.99141
C: 2.04346 -0.24708 0.06432
O: 2.80204 0.61517 -0.31462
C: -1.53677 -0.75703 -0.08581
C: -1.56838 0.75476 -0.11094
H: 0.76587 0.82359 -1.54841
H: 0.99301 0.95374 1.52138
H: 0.78241 -0.81337 1.72239
H: 2.12447 -1.29991 -0.26713
H: -1.93784 -1.25342 0.79565
H: -1.68007 -1.28920 -1.01952
H: -1.72645 1.22812 -1.07446
H: -1.99095 1.28407 0.73737

Results of the natural (NBO) charge analysis, in e, for atoms 1 through 5: O -0.7070; C 0.2278; C -0.5308; C 0.4728; O -0.5623

***

Please write out number 4 again, unchanged.
Formula: C5H8O2
Source: the OMol25 dataset
Level of theory: ωB97M-V/def2-TZVPD

Values from the calculation:
HOMO energy: -9.6 eV
LUMO energy: 1.00 eV
multiplicity: 1
F_max: 0.0141 Eh/bohr
net charge: 0

Positions of all 15 atoms, in Å:
O: 0.34073 -0.02913 -1.35611
C: -0.26431 0.02495 -0.05551
C: 0.85277 0.00472 0.99141
C: 2.04346 -0.24708 0.06432
O: 2.80204 0.61517 -0.31462
C: -1.53677 -0.75703 -0.08581
C: -1.56838 0.75476 -0.11094
H: 0.76587 0.82359 -1.54841
H: 0.99301 0.95374 1.52138
H: 0.78241 -0.81337 1.72239
H: 2.12447 -1.29991 -0.26713
H: -1.93784 -1.25342 0.79565
H: -1.68007 -1.28920 -1.01952
H: -1.72645 1.22812 -1.07446
H: -1.99095 1.28407 0.73737

Results of the natural (NBO) charge analysis, in e, for atoms 1 through 5: O -0.7070; C 0.2278; C -0.5308; C 0.4728; O -0.5623